# 1
13
Properties=species:S:1:pos:R:3 method="wB97M-V/def2-TZVPD" e_tot_ha=-394.79369 e_homo_ev=-8.50 smiles="C=Nn1ccnc1O" lumo_energy_ev=0.4 homo_lumo_gap_ev=8.94 relative_energy_kcal_mol=109.10
C 0.04 -0.87 0.04
C -0.74 -0.62 -1.93
C -1.04 0.59 -1.32
C 0.57 1.21 1.84
H 1.34 -2.12 0.55
H -0.95 -1.11 -2.83
H -1.36 1.58 -1.84
H 0.67 0.20 2.31
H 0.85 1.89 2.70
N -0.21 -1.57 -1.12
N -0.44 0.46 0.01
N 0.10 1.68 0.75
O 1.17 -1.31 0.86

---

# 2
14
Properties=species:S:1:pos:R:3 method="wB97M-V/def2-TZVPD" e_tot_ha=-191.68746 e_homo_ev=-9.03 smiles=NCN.C lumo_energy_ev=0.8 homo_lumo_gap_ev=9.88 relative_energy_kcal_mol=6.24
C -1.43 4.10 1.75
H -1.48 5.04 2.28
H -0.69 4.17 0.96
H -2.41 3.86 1.32
H -1.13 3.31 2.44
N 0.90 -2.00 0.45
C 0.97 -1.77 -0.97
N -0.08 -0.97 -1.58
H 0.94 -1.15 0.99
H 0.07 -2.52 0.68
H 1.95 -1.35 -1.23
H 1.01 -2.75 -1.47
H -0.81 -1.54 -1.99
H -0.56 -0.43 -0.87

---

# 3
17
Properties=species:S:1:pos:R:3 method="wB97M-V/def2-TZVPD" e_tot_ha=-272.56645 e_homo_ev=-9.39 smiles=C#CC[C@@H]1C[C@@H]1C lumo_energy_ev=1.1 homo_lumo_gap_ev=10.46 relative_energy_kcal_mol=95.10
C -1.11 1.25 0.23
C -0.79 -0.25 0.31
C -1.24 -0.94 -0.97
C 0.24 -0.79 -0.62
C 1.52 0.03 -0.77
C 1.86 0.08 0.68
C 1.60 -0.02 1.86
H -2.19 1.42 0.15
H -0.75 1.75 1.14
H -0.65 1.75 -0.63
H -0.52 -0.57 1.36
H -1.50 -2.00 -1.00
H -1.84 -0.35 -1.67
H 0.55 -1.79 -0.29
H 1.38 1.05 -1.15
H 2.30 -0.46 -1.37
H 1.56 0.00 2.92

---

# 4
148
Properties=species:S:1:pos:R:3 method="wB97M-V/def2-TZVPD" e_tot_ha=-4164.93285 e_homo_ev=-9.51 total_charge=+1 lumo_energy_ev=-3.8 homo_lumo_gap_ev=5.71
C 2.83 5.33 1.61
C 1.72 4.73 2.48
C 1.89 3.22 2.79
C 0.86 2.36 2.07
O 1.35 1.67 0.85
S 2.35 2.57 0.00
N 3.68 1.61 -0.10
C 3.53 0.35 -0.90
C 4.25 0.40 -2.25
P 1.62 2.66 -2.09
O 2.79 3.50 -2.78
Cl 0.16 4.07 -1.82
H 3.16 6.27 2.05
H 3.72 4.71 1.52
H 2.42 5.60 0.65
H 1.64 5.29 3.40
H 0.78 4.88 1.97
H 1.71 3.10 3.85
H 2.90 2.87 2.62
H 0.56 1.56 2.74
H -0.03 2.92 1.86
H 4.46 2.19 -0.42
H 3.96 -0.45 -0.32
H 2.48 0.13 -1.03
H 4.76 1.35 -2.40
H 3.55 0.29 -3.07
H 4.97 -0.40 -2.31
H 2.96 4.39 -2.39
N -2.82 2.36 3.14
C -3.14 2.06 4.44
C -4.06 2.98 4.87
C -4.32 3.86 3.78
C -3.54 3.46 2.73
H -2.17 1.86 2.57
H -2.68 1.23 4.95
H -4.50 3.01 5.85
H -4.99 4.70 3.77
H -3.44 3.85 1.73
N 2.72 2.02 -5.74
C 3.18 0.89 -6.35
C 2.10 0.23 -6.88
C 0.95 0.99 -6.57
C 1.36 2.09 -5.87
H 3.30 2.69 -5.27
H 4.23 0.65 -6.36
H 2.14 -0.70 -7.43
H -0.07 0.76 -6.84
H 0.81 2.92 -5.46
N -2.43 -1.10 3.02
C -1.83 -1.26 1.80
C -1.05 -2.39 1.86
C -1.20 -2.93 3.16
C -2.06 -2.12 3.85
H -3.06 -0.36 3.26
H -2.00 -0.57 0.99
H -0.45 -2.79 1.06
H -0.73 -3.82 3.55
H -2.44 -2.18 4.86
N -4.56 -2.38 0.16
C -4.09 -3.50 -0.45
C -5.15 -4.16 -1.01
C -6.32 -3.40 -0.72
C -5.92 -2.31 0.00
H -3.99 -1.72 0.66
H -3.03 -3.73 -0.43
H -5.11 -5.08 -1.57
H -7.33 -3.62 -1.01
H -6.48 -1.49 0.42
N -7.22 4.17 6.30
C -7.30 2.99 6.98
C -8.47 2.99 7.70
C -9.12 4.23 7.43
C -8.32 4.93 6.57
H -6.47 4.44 5.70
H -6.53 2.24 6.90
H -8.82 2.20 8.34
H -10.06 4.56 7.83
H -8.45 5.90 6.12
N 3.66 6.80 -1.97
C 3.32 7.38 -3.16
C 4.46 7.49 -3.91
C 5.53 6.95 -3.14
C 5.01 6.54 -1.95
H 3.02 6.60 -1.22
H 2.30 7.67 -3.37
H 4.52 7.91 -4.90
H 6.56 6.89 -3.44
H 5.48 6.08 -1.09
N -2.56 -6.51 0.01
C -1.66 -7.21 -0.75
C -0.98 -8.06 0.08
C -1.48 -7.86 1.39
C -2.46 -6.90 1.31
H -3.19 -5.82 -0.34
H -1.59 -7.05 -1.81
H -0.20 -8.74 -0.22
H -1.17 -8.36 2.29
H -3.08 -6.46 2.07
N -0.12 -2.24 -6.47
C 0.34 -3.38 -7.09
C -0.73 -4.04 -7.61
C -1.89 -3.27 -7.30
C -1.48 -2.17 -6.60
H 0.46 -1.57 -6.00
H 1.40 -3.61 -7.10
H -0.70 -4.96 -8.16
H -2.91 -3.51 -7.56
H -2.03 -1.35 -6.18
N 4.02 7.36 5.27
C 4.93 7.65 4.29
C 5.15 9.00 4.31
C 4.35 9.54 5.34
C 3.66 8.51 5.91
H 3.67 6.44 5.48
H 5.35 6.87 3.66
H 5.82 9.54 3.66
H 4.28 10.58 5.63
H 2.95 8.49 6.73
N 5.02 -3.22 -5.37
C 4.27 -2.40 -6.16
C 4.98 -2.15 -7.30
C 6.22 -2.85 -7.19
C 6.21 -3.50 -5.98
H 4.74 -3.55 -4.46
H 3.30 -2.07 -5.84
H 4.66 -1.54 -8.13
H 7.01 -2.88 -7.91
H 6.94 -4.13 -5.52
N 1.81 -6.33 -1.44
C 1.56 -5.74 -2.65
C 2.76 -5.55 -3.28
C 3.78 -6.05 -2.42
C 3.16 -6.52 -1.29
H 1.11 -6.58 -0.77
H 0.56 -5.50 -2.95
H 2.89 -5.11 -4.25
H 4.84 -6.07 -2.61
H 3.56 -6.98 -0.41
N -4.13 -5.98 5.21
C -3.64 -7.22 5.52
C -4.69 -8.10 5.53
C -5.86 -7.36 5.20
C -5.48 -6.06 5.00
H -3.58 -5.15 5.13
H -2.59 -7.37 5.71
H -4.63 -9.15 5.74
H -6.87 -7.74 5.11
H -6.06 -5.19 4.74

---

# 5
129
Properties=species:S:1:pos:R:3 method="wB97M-V/def2-TZVPD" e_tot_ha=-4212.49635 e_homo_ev=-9.19 smiles="CCC[Si@@](Cl)(CN)P(=O)(O)O.CCOC(=O)OC.CCOC(=O)OC.CCOC(=O)OC.CCOC(=O)OC.CCOC(=O)OC.CCOC(=O)OC.CCOC(=O)OC" lumo_energy_ev=0.3 homo_lumo_gap_ev=9.49
C -1.75 -8.42 3.93
C -2.14 -7.29 2.96
C -0.93 -6.51 2.41
Si -0.24 -5.22 3.57
Cl -0.38 -5.77 5.57
C 1.61 -4.97 3.24
N 1.94 -4.62 1.85
P -1.42 -3.31 3.42
O -2.39 -3.31 4.51
O -0.41 -2.06 3.57
O -2.16 -3.12 2.03
H -2.12 -8.21 4.91
H -2.09 -9.39 3.59
H -0.67 -8.45 4.03
H -2.78 -6.59 3.49
H -2.69 -7.70 2.13
H -1.26 -6.02 1.50
H -0.16 -7.20 2.10
H 2.07 -5.92 3.47
H 2.00 -4.25 3.94
H 1.59 -5.32 1.22
H 1.55 -3.72 1.60
H -0.12 -2.11 4.51
H -3.09 -3.35 2.21
C 4.58 0.40 -2.57
C 4.55 -1.05 -2.14
O 4.01 -1.24 -0.82
C 2.70 -1.10 -0.70
O 1.92 -0.83 -1.58
O 2.38 -1.31 0.58
C 0.99 -1.16 0.89
H 5.11 1.01 -1.84
H 5.08 0.50 -3.53
H 3.57 0.79 -2.66
H 5.57 -1.44 -2.08
H 4.00 -1.67 -2.85
H 0.38 -1.79 0.25
H 0.69 -0.12 0.79
H 0.86 -1.46 1.92
C 6.09 0.71 0.95
C 6.65 -0.16 2.05
O 8.08 -0.03 2.14
C 8.49 1.08 2.74
O 7.78 1.90 3.26
O 9.82 1.12 2.68
C 10.41 2.30 3.24
H 6.58 0.47 0.00
H 5.02 0.54 0.84
H 6.25 1.76 1.15
H 6.46 -1.21 1.83
H 6.19 0.06 3.01
H 10.08 2.45 4.27
H 10.16 3.17 2.64
H 11.48 2.14 3.23
C -8.96 -2.09 0.08
C -8.38 -2.92 1.20
O -6.96 -2.73 1.33
C -6.59 -1.60 1.92
O -7.32 -0.76 2.39
O -5.26 -1.56 1.92
C -4.69 -0.37 2.49
H -8.44 -2.30 -0.86
H -10.02 -2.32 -0.06
H -8.87 -1.03 0.28
H -8.51 -3.98 0.99
H -8.87 -2.72 2.15
H -5.06 -0.21 3.50
H -4.91 0.50 1.87
H -3.62 -0.53 2.52
C -13.28 -0.58 -5.31
C -12.97 -0.36 -3.85
O -11.80 -1.09 -3.43
C -10.64 -0.56 -3.80
O -10.48 0.47 -4.40
O -9.67 -1.36 -3.36
C -8.35 -0.95 -3.73
H -13.38 -1.64 -5.53
H -14.22 -0.08 -5.57
H -12.49 -0.17 -5.95
H -13.78 -0.75 -3.23
H -12.85 0.70 -3.61
H -8.16 0.08 -3.43
H -8.21 -1.05 -4.81
H -7.66 -1.61 -3.22
C 4.04 6.11 1.10
C 2.64 5.82 1.61
O 1.79 5.30 0.58
C 1.99 4.02 0.27
O 2.77 3.27 0.79
O 1.16 3.70 -0.73
C 1.35 2.36 -1.21
H 4.00 6.78 0.24
H 4.64 6.58 1.88
H 4.55 5.20 0.79
H 2.16 6.74 1.93
H 2.66 5.14 2.46
H 1.28 1.64 -0.40
H 2.33 2.28 -1.69
H 0.58 2.16 -1.94
C 7.51 8.88 -0.79
C 6.88 9.17 0.55
O 6.38 7.99 1.18
C 7.29 7.19 1.74
O 8.48 7.40 1.78
O 6.67 6.13 2.25
C 7.53 5.16 2.84
H 6.80 8.36 -1.44
H 7.80 9.81 -1.28
H 8.39 8.25 -0.69
H 6.02 9.82 0.43
H 7.58 9.67 1.22
H 8.17 5.61 3.60
H 8.14 4.68 2.08
H 6.89 4.41 3.30
C 0.76 -1.32 -4.92
C -0.22 -1.63 -3.81
O -1.44 -0.88 -3.94
C -2.28 -1.31 -4.87
O -2.15 -2.28 -5.57
O -3.34 -0.49 -4.88
C -4.32 -0.80 -5.87
H 0.95 -0.25 -4.97
H 1.70 -1.84 -4.75
H 0.37 -1.63 -5.89
H 0.21 -1.34 -2.86
H -0.44 -2.70 -3.76
H -4.65 -1.84 -5.78
H -3.92 -0.62 -6.86
H -5.16 -0.14 -5.69

---

# 6
23
Properties=species:S:1:pos:R:3 method="wB97M-V/def2-TZVPD" e_tot_ha=-624.93555 e_homo_ev=-8.01 lumo_energy_ev=-1.1 homo_lumo_gap_ev=6.93 relative_energy_kcal_mol=198.53
C 0.29 -0.95 1.06
C 1.01 -0.18 -1.07
C 2.29 0.00 -0.38
C -1.48 1.40 0.42
C -2.52 -0.84 -0.09
C -1.36 0.08 -0.45
N 2.96 -1.08 -0.05
N -0.02 -0.45 -0.10
N 2.54 1.12 0.32
O 2.66 -2.20 -0.47
O 3.54 1.34 1.01
O 1.68 2.02 0.18
H 1.38 -1.30 1.20
H -0.43 -1.10 1.81
H 0.59 0.63 -1.56
H 1.08 -1.05 -1.79
H -1.74 1.17 1.47
H -0.40 1.92 0.45
H -2.26 2.12 -0.08
H -3.29 -0.19 0.25
H -2.26 -1.69 0.53
H -2.86 -1.18 -1.14
H -1.39 0.40 -1.52

---

# 7
117
Properties=species:S:1:pos:R:3 method="wB97M-V/def2-TZVPD" e_tot_ha=-2346.07041 e_homo_ev=-8.96 smiles="COC[C@H](C)N.COC[C@H](C)N.COC[C@H](C)N.COC[C@H](C)N.COC[C@H](C)N.NC(N)=O.NC(N)=O.NC(N)=O.NC(N)=O" lumo_energy_ev=0.2 homo_lumo_gap_ev=9.19 relative_energy_kcal_mol=20.24
C -0.92 -5.11 0.98
O -1.11 -6.17 1.55
N -0.45 -5.02 -0.31
N -1.22 -3.89 1.53
H -0.13 -5.90 -0.68
H -0.29 -4.13 -0.72
H -1.14 -3.04 1.01
H -1.50 -3.90 2.50
C 3.43 -2.57 -0.17
O 3.32 -1.54 -0.84
N 2.39 -3.01 0.59
N 4.63 -3.24 -0.02
H 1.54 -2.45 0.62
H 2.48 -3.85 1.13
H 5.44 -2.69 -0.22
H 4.63 -3.91 0.73
C -1.14 -1.89 4.63
O -0.90 -3.07 4.40
N -1.76 -1.52 5.80
N -0.78 -0.89 3.78
H -2.06 -0.58 5.95
H -1.96 -2.27 6.43
H -0.98 0.08 3.94
H -0.12 -1.12 3.06
C 0.44 0.00 0.70
O 0.18 -1.22 0.81
N -0.50 0.95 0.98
N 1.65 0.47 0.30
H -0.16 1.88 1.14
H -1.49 0.81 0.89
H 2.31 -0.25 0.00
H 1.79 1.45 0.22
C 2.64 -0.57 3.35
C 2.68 -0.39 4.85
C 2.72 -1.70 5.60
O 2.56 -1.42 7.00
C 3.26 -2.33 7.82
N 3.79 0.52 5.25
H 1.93 -1.34 3.06
H 3.58 -1.02 2.98
H 2.48 0.36 2.81
H 1.80 0.20 5.11
H 3.68 -2.21 5.43
H 1.91 -2.38 5.34
H 4.33 -2.11 7.78
H 3.07 -3.37 7.54
H 2.95 -2.20 8.85
H 4.68 0.03 5.13
H 3.72 0.53 6.27
C 6.73 2.55 -5.66
C 5.41 1.84 -5.44
C 4.86 2.12 -4.03
O 3.55 1.60 -3.94
C 2.68 2.40 -3.19
N 4.47 2.30 -6.46
H 7.07 2.34 -6.68
H 7.48 2.35 -4.90
H 6.58 3.64 -5.65
H 5.52 0.75 -5.51
H 4.94 3.20 -3.85
H 5.45 1.61 -3.26
H 2.86 2.35 -2.10
H 1.65 2.07 -3.30
H 2.81 3.45 -3.45
H 3.54 1.98 -6.18
H 4.38 3.31 -6.46
C -1.78 -2.58 -2.13
C -2.11 -1.24 -2.77
C -3.56 -1.08 -3.16
O -4.05 -2.15 -3.91
C -4.84 -1.76 -5.02
N -1.83 -0.19 -1.77
H -0.71 -2.60 -1.91
H -1.93 -3.38 -2.87
H -2.38 -2.83 -1.25
H -1.49 -1.11 -3.66
H -3.66 -0.10 -3.66
H -4.19 -0.88 -2.28
H -5.48 -0.91 -4.76
H -5.49 -2.60 -5.25
H -4.23 -1.46 -5.87
H -2.49 -0.26 -1.00
H -0.91 -0.38 -1.41
C -6.41 -1.83 -0.85
C -6.51 -0.94 0.38
C -5.43 0.09 0.69
O -4.14 -0.40 0.48
C -3.58 -1.19 1.54
N -7.86 -0.36 0.51
H -5.43 -2.28 -0.95
H -6.70 -1.28 -1.75
H -7.18 -2.59 -0.74
H -6.49 -1.63 1.25
H -5.63 0.65 1.61
H -5.61 0.86 -0.08
H -3.14 -2.05 1.06
H -4.34 -1.54 2.25
H -2.86 -0.60 2.10
H -8.50 -1.07 0.83
H -7.95 0.43 1.13
C -1.03 6.20 -1.88
C 0.25 5.37 -2.00
C 0.22 4.08 -1.22
O -0.16 4.25 0.14
C 0.71 5.00 0.95
N 0.53 5.05 -3.42
H -1.94 5.62 -2.00
H -1.03 7.02 -2.60
H -1.07 6.76 -0.94
H 1.09 6.01 -1.71
H 1.23 3.64 -1.26
H -0.50 3.35 -1.58
H 0.60 6.07 0.77
H 1.74 4.64 0.86
H 0.42 4.81 1.99
H 0.69 5.93 -3.89
H -0.24 4.56 -3.85

---

# 8
23
Properties=species:S:1:pos:R:3 method="wB97M-V/def2-TZVPD" e_tot_ha=-479.66408 e_homo_ev=-9.67 smiles="C=C(C)CN(C)CC(=O)O" lumo_energy_ev=0.7 homo_lumo_gap_ev=10.34 relative_energy_kcal_mol=83.12
C -3.30 -0.11 0.28
C 0.58 -0.12 0.78
C -2.06 -0.69 0.95
C 1.86 0.65 0.27
C 3.05 -0.14 -0.30
C 1.86 1.99 0.17
C -0.69 -0.81 -1.18
N -0.83 -0.10 0.09
O -3.11 0.98 -0.42
O -4.37 -0.63 0.43
H 1.03 -1.16 0.86
H 0.30 0.35 1.83
H -2.05 -1.85 0.83
H 2.76 -1.25 -0.18
H 3.99 0.16 0.06
H 3.25 0.14 -1.31
H -1.94 -0.49 2.08
H 0.90 2.44 0.20
H 2.71 2.53 -0.14
H 0.28 -0.68 -1.71
H -0.78 -1.97 -1.17
H -1.35 -0.40 -1.93
H -2.09 1.18 -0.49